Record 1
C32H83NO15S13 | the ωB97M-V functional and the def2-TZVPD basis

Atoms and positions in Å:
1 O -1.547 4.392 4.260
2 C -1.051 3.236 4.332
3 O -1.568 2.116 3.592
4 C -0.859 2.136 2.306
5 O -1.709 2.623 1.232
6 C -0.115 0.762 1.973
7 C 1.053 0.878 0.883
8 C 2.445 1.470 1.444
9 S 3.193 2.526 0.106
10 C 3.961 4.064 0.792
11 S 5.658 4.130 0.786
12 N 3.250 5.242 1.311
13 C 3.332 6.425 0.410
14 C 1.983 6.600 -0.476
15 O 1.335 5.335 -0.737
16 C 0.779 4.893 0.541
17 C 1.864 4.944 1.751
18 H -0.132 3.072 5.012
19 H -0.029 2.935 2.436
20 H -1.210 2.400 0.415
21 H -0.918 0.058 1.521
22 H 0.237 0.217 2.931
23 H 0.707 1.480 -0.042
24 H 1.291 -0.176 0.477
25 H 2.373 1.966 2.470
26 H 3.149 0.562 1.578
27 H 3.364 7.358 1.098
28 H 4.292 6.477 -0.214
29 H 2.247 7.206 -1.404
30 H 1.258 7.209 0.187
31 H 0.551 3.770 0.388
32 H -0.216 5.393 0.800
33 H 1.799 4.022 2.441
34 H 1.533 5.831 2.420
35 C 0.721 -2.210 -3.222
36 S -0.076 -0.594 -3.135
37 O 0.665 0.219 -2.119
38 C -1.594 -1.181 -2.357
39 H 1.717 -2.081 -3.648
40 H 0.806 -2.637 -2.220
41 H 0.134 -2.870 -3.863
42 H -1.362 -1.674 -1.411
43 H -2.101 -1.878 -3.028
44 H -2.242 -0.323 -2.170
45 C -1.271 3.012 -6.201
46 S 0.339 2.395 -6.739
47 O 0.334 0.910 -6.557
48 C 1.274 3.106 -5.368
49 H -2.029 2.654 -6.898
50 H -1.495 2.642 -5.198
51 H -1.261 4.104 -6.205
52 H 0.888 2.729 -4.418
53 H 1.196 4.194 -5.401
54 H 2.320 2.815 -5.475
55 C -0.399 7.903 -7.477
56 S 1.211 7.287 -8.015
57 O 1.206 5.804 -7.834
58 C 2.147 7.997 -6.643
59 H -1.157 7.545 -8.175
60 H -0.624 7.532 -6.476
61 H -0.391 8.995 -7.481
62 H 1.760 7.620 -5.695
63 H 2.069 9.085 -6.675
64 H 3.192 7.705 -6.751
65 C -3.026 8.917 6.715
66 S -1.332 8.895 6.093
67 O -1.315 9.655 4.805
68 C -1.318 7.136 5.684
69 H -3.277 9.939 6.999
70 H -3.714 8.576 5.933
71 H -3.100 8.269 7.590
72 H -2.115 6.914 4.973
73 H -1.452 6.549 6.594
74 H -0.355 6.891 5.236
75 C -2.025 -6.259 -4.601
76 S -2.829 -4.646 -4.519
77 O -2.090 -3.829 -3.504
78 C -4.348 -5.233 -3.738
79 H -1.033 -6.130 -5.026
80 H -1.938 -6.683 -3.600
81 H -2.608 -6.924 -5.241
82 H -4.114 -5.722 -2.791
83 H -4.854 -5.932 -4.407
84 H -4.997 -4.376 -3.554
85 C -3.736 -2.234 4.219
86 S -2.019 -1.748 3.938
87 O -1.384 -2.808 3.098
88 C -1.476 -2.007 5.641
89 H -4.268 -2.185 3.268
90 H -3.775 -3.254 4.605
91 H -4.198 -1.545 4.928
92 H -1.658 -3.042 5.937
93 H -2.014 -1.326 6.302
94 H -0.407 -1.797 5.698
95 C 2.229 -7.694 -2.338
96 S 0.981 -6.647 -3.113
97 O 0.413 -7.408 -4.270
98 C 2.143 -5.436 -3.780
99 H 1.729 -8.550 -1.883
100 H 2.939 -8.046 -3.088
101 H 2.751 -7.128 -1.565
102 H 2.857 -5.931 -4.440
103 H 2.668 -4.945 -2.958
104 H 1.581 -4.692 -4.345
105 C 5.091 -10.546 1.554
106 S 3.738 -9.786 0.630
107 O 4.348 -8.929 -0.435
108 C 3.198 -8.693 1.961
109 H 5.605 -11.250 0.898
110 H 5.794 -9.778 1.885
111 H 4.688 -11.082 2.415
112 H 4.020 -8.043 2.266
113 H 2.858 -9.291 2.808
114 H 2.370 -8.085 1.594
115 C -5.327 5.694 4.479
116 S -6.143 7.303 4.551
117 O -5.427 8.124 5.577
118 C -7.669 6.702 5.307
119 H -4.325 5.832 4.068
120 H -5.252 5.269 5.481
121 H -5.895 5.026 3.829
122 H -7.446 6.213 6.258
123 H -8.159 6.000 4.630
124 H -8.327 7.553 5.483
125 C 6.095 -3.022 1.313
126 S 4.796 -2.061 0.509
127 O 4.181 -1.180 1.550
128 C 3.674 -3.452 0.247
129 H 6.897 -2.342 1.605
130 H 5.698 -3.516 2.202
131 H 6.486 -3.763 0.613
132 H 3.429 -3.919 1.203
133 H 4.146 -4.179 -0.417
134 H 2.761 -3.076 -0.218
135 C -1.229 -8.093 -0.998
136 S -1.343 -8.170 0.802
137 O -0.088 -8.810 1.303
138 C -2.646 -9.420 0.850
139 H -0.437 -7.390 -1.263
140 H -0.988 -9.079 -1.399
141 H -2.177 -7.742 -1.410
142 H -2.315 -10.322 0.333
143 H -3.547 -9.024 0.378
144 H -2.859 -9.657 1.893

- frontier orbital gap (eV) = 7.657
- spin multiplicity = 1
- E_HOMO (Ha) = -0.2780
- energy (eV) = -207577.060
- energy relative to the best compared isomer or geometry (same formula, charge and spin) (kcal per mole) = 53.7

Record 2
C32H85FO11Zn | the ωB97M-V functional and the def2-TZVPD basis

Atoms and positions in Å:
1 Zn -0.516 3.215 0.856
2 F -0.570 3.657 -1.024
3 C 0.427 0.263 -0.405
4 C -0.012 0.186 1.058
5 O -0.178 1.444 1.655
6 H 1.384 0.780 -0.515
7 H -0.301 0.850 -0.979
8 H 0.490 -0.687 -0.939
9 H 0.735 -0.431 1.574
10 H -0.979 -0.333 1.076
11 C -3.463 1.068 5.828
12 C -2.345 0.678 4.857
13 C -2.589 -0.732 4.325
14 O -2.344 1.605 3.785
15 H -3.946 0.239 6.350
16 H -4.261 1.637 5.353
17 H -3.016 1.659 6.630
18 H -1.372 0.723 5.354
19 H -1.783 -1.072 3.672
20 H -3.520 -0.633 3.759
21 H -2.718 -1.504 5.083
22 H -1.765 1.242 3.096
23 C 2.954 -1.288 -2.128
24 C 2.851 -2.305 -0.994
25 C 2.064 -3.564 -1.349
26 O 4.200 -2.691 -0.725
27 H 3.349 -0.307 -1.858
28 H 2.003 -1.046 -2.614
29 H 3.566 -1.669 -2.952
30 H 2.449 -1.836 -0.094
31 H 1.020 -3.329 -1.578
32 H 2.125 -4.337 -0.585
33 H 2.419 -3.997 -2.291
34 H 4.533 -3.069 -1.546
35 C 2.226 3.408 -3.970
36 C 2.688 3.189 -2.517
37 C 4.189 3.201 -2.406
38 O 2.088 4.227 -1.731
39 H 2.219 4.454 -4.270
40 H 1.182 3.085 -4.009
41 H 2.714 2.757 -4.697
42 H 2.273 2.243 -2.143
43 H 4.488 3.106 -1.359
44 H 4.625 4.122 -2.794
45 H 4.593 2.332 -2.923
46 H 1.134 3.997 -1.703
47 C 1.827 -5.089 2.571
48 C 0.986 -4.303 3.560
49 C -0.274 -3.726 2.953
50 O 0.639 -5.192 4.639
51 H 2.680 -5.577 3.047
52 H 2.283 -4.400 1.855
53 H 1.275 -5.880 2.064
54 H 1.602 -3.522 4.020
55 H -0.929 -4.496 2.547
56 H -0.028 -3.087 2.099
57 H -0.849 -3.141 3.671
58 H 0.434 -4.637 5.398
59 C 3.027 0.898 5.536
60 C 2.066 0.381 4.480
61 C 1.175 -0.719 5.007
62 O 1.239 1.505 4.118
63 H 3.669 1.669 5.105
64 H 3.689 0.120 5.921
65 H 2.480 1.339 6.371
66 H 2.681 0.142 3.605
67 H 0.592 -0.437 5.884
68 H 1.758 -1.559 5.412
69 H 0.559 -1.176 4.232
70 H 0.834 1.287 3.255
71 C -1.769 4.352 -4.417
72 C -2.800 3.483 -3.718
73 C -3.722 2.792 -4.730
74 O -2.198 2.477 -2.896
75 H -1.028 4.654 -3.672
76 H -2.209 5.290 -4.760
77 H -1.296 3.836 -5.251
78 H -3.471 4.089 -3.099
79 H -4.242 3.514 -5.356
80 H -4.464 2.122 -4.289
81 H -3.139 2.112 -5.361
82 H -1.525 2.915 -2.342
83 C 3.372 2.411 1.658
84 C 2.520 3.650 1.869
85 C 3.373 4.925 1.891
86 O 1.544 3.747 0.824
87 H 4.080 2.584 0.843
88 H 2.767 1.534 1.429
89 H 3.980 2.157 2.528
90 H 1.997 3.594 2.823
91 H 4.118 4.960 2.686
92 H 2.758 5.821 1.984
93 H 3.959 5.002 0.970
94 H 1.994 4.075 -0.003
95 C -4.223 -0.702 0.364
96 C -3.698 -0.250 -0.984
97 C -4.507 -0.791 -2.162
98 O -3.682 1.166 -0.952
99 H -4.311 -1.788 0.420
100 H -5.213 -0.279 0.552
101 H -3.612 -0.328 1.187
102 H -2.683 -0.631 -1.171
103 H -4.552 -1.877 -2.257
104 H -4.137 -0.446 -3.132
105 H -5.536 -0.429 -2.063
106 H -3.449 1.437 -1.859
107 C -1.576 -3.208 -0.556
108 C -1.615 -4.642 -0.992
109 C -1.951 -5.605 0.164
110 O -2.745 -4.729 -1.897
111 H -2.534 -2.822 -0.205
112 H -1.404 -2.629 -1.470
113 H -0.818 -2.925 0.176
114 H -0.719 -4.929 -1.537
115 H -2.684 -5.162 0.840
116 H -1.074 -5.906 0.743
117 H -2.345 -6.558 -0.193
118 H -3.528 -4.618 -1.347
119 C -0.990 -0.898 -4.095
120 C 0.089 0.136 -4.357
121 C 1.111 -0.270 -5.422
122 O -0.547 1.259 -4.989
123 H -1.557 -0.684 -3.187
124 H -0.522 -1.882 -3.971
125 H -1.705 -0.982 -4.913
126 H 0.585 0.448 -3.431
127 H 1.626 -1.186 -5.116
128 H 1.772 0.557 -5.661
129 H 0.575 -0.584 -6.320
130 H -1.160 1.704 -4.381

- frontier orbital gap (eV) = 8.369
- spin multiplicity = 1
- E_HOMO (Ha) = -0.3584
- energy (eV) = -108221.308
- energy relative to the best compared isomer or geometry (same formula, charge and spin) (kcal per mole) = 0.0

Record 3
C32H85N9O13 | the ωB97M-V functional and the def2-TZVPD basis

Atoms and positions in Å:
1 C -21.112 19.937 15.075
2 O -19.867 19.287 15.236
3 C -19.498 18.566 14.059
4 C -18.259 17.779 14.378
5 N -18.550 16.800 15.411
6 C -17.365 16.304 16.078
7 C -17.732 15.275 17.123
8 O -16.607 15.001 17.928
9 C -16.646 13.728 18.513
10 H -21.104 20.566 14.178
11 H -21.238 20.597 15.932
12 H -21.930 19.214 15.023
13 H -19.346 19.264 13.229
14 H -20.352 17.917 13.828
15 H -17.477 18.488 14.689
16 H -17.933 17.287 13.457
17 H -19.150 17.275 16.079
18 H -16.742 17.087 16.551
19 H -16.679 15.871 15.340
20 H -18.140 14.382 16.636
21 H -18.513 15.693 17.781
22 H -16.795 12.932 17.769
23 H -17.470 13.648 19.238
24 H -15.694 13.537 19.002
25 C -14.892 1.417 27.085
26 O -14.228 2.391 26.325
27 C -14.539 3.706 26.758
28 C -13.874 4.705 25.839
29 N -14.213 6.086 26.111
30 C -15.588 6.529 26.006
31 C -16.051 6.693 24.573
32 O -15.757 8.005 24.131
33 C -16.253 8.245 22.836
34 H -14.402 1.255 28.054
35 H -14.856 0.470 26.545
36 H -15.947 1.662 27.255
37 H -14.170 3.835 27.786
38 H -15.627 3.836 26.755
39 H -14.078 4.472 24.790
40 H -12.787 4.642 25.935
41 H -13.701 6.493 26.873
42 H -15.691 7.472 26.539
43 H -16.303 5.831 26.475
44 H -17.140 6.542 24.503
45 H -15.575 5.977 23.890
46 H -16.101 9.295 22.607
47 H -17.331 8.044 22.757
48 H -15.792 7.613 22.069
49 C -25.561 8.122 16.819
50 O -24.282 7.531 16.857
51 C -24.182 6.469 15.932
52 C -22.730 6.205 15.590
53 N -22.095 7.401 15.063
54 C -20.717 7.126 14.696
55 C -19.948 8.371 14.352
56 O -19.614 9.077 15.528
57 C -18.964 10.291 15.292
58 H -25.762 8.571 15.841
59 H -25.574 8.929 17.552
60 H -26.346 7.397 17.056
61 H -24.708 6.628 14.984
62 H -24.624 5.584 16.411
63 H -22.735 5.442 14.805
64 H -22.198 5.786 16.459
65 H -22.172 8.150 15.747
66 H -20.725 6.532 13.778
67 H -20.167 6.614 15.499
68 H -20.487 9.020 13.646
69 H -19.014 8.134 13.816
70 H -18.488 10.581 16.228
71 H -19.634 11.102 14.985
72 H -18.144 10.233 14.564
73 C -21.643 11.074 22.624
74 O -22.268 10.597 21.458
75 C -22.552 9.211 21.505
76 C -23.299 8.798 20.251
77 N -22.496 8.150 19.214
78 C -21.288 8.830 18.777
79 C -21.501 10.230 18.239
80 O -22.398 10.184 17.151
81 C -22.637 11.448 16.608
82 H -22.355 11.096 23.458
83 H -21.380 12.111 22.427
84 H -20.724 10.541 22.890
85 H -23.203 9.005 22.367
86 H -21.630 8.637 21.662
87 H -23.825 9.676 19.843
88 H -24.079 8.090 20.539
89 H -23.104 8.016 18.412
90 H -20.906 8.189 17.975
91 H -20.528 8.847 19.562
92 H -20.523 10.659 17.950
93 H -21.873 10.909 19.020
94 H -21.703 11.884 16.224
95 H -23.091 12.156 17.311
96 H -23.313 11.325 15.761
97 C -19.568 -0.633 19.493
98 O -19.649 0.748 19.234
99 C -20.300 1.450 20.262
100 C -20.147 2.933 20.030
101 N -18.743 3.291 19.928
102 C -18.512 4.726 19.681
103 C -18.576 5.517 20.962
104 O -19.917 5.705 21.370
105 C -20.003 6.182 22.686
106 H -18.987 -0.826 20.409
107 H -19.000 -1.083 18.683
108 H -20.568 -1.053 19.637
109 H -19.854 1.216 21.241
110 H -21.365 1.179 20.307
111 H -20.610 3.507 20.829
112 H -20.707 3.232 19.123
113 H -18.322 2.756 19.181
114 H -19.241 5.129 18.962
115 H -17.509 4.755 19.258
116 H -18.138 6.515 20.798
117 H -17.939 5.021 21.706
118 H -19.748 5.391 23.402
119 H -21.024 6.518 22.873
120 H -19.352 7.051 22.841
121 C -18.015 12.979 22.122
122 O -17.513 11.871 22.026
123 N -19.230 13.280 21.555
124 N -17.391 14.019 22.745
125 H -19.843 12.579 21.183
126 H -19.608 14.204 21.665
127 H -16.455 13.882 23.077
128 H -17.799 14.934 22.802
129 C -17.425 9.212 19.186
130 O -16.731 8.551 19.931
131 N -17.767 8.772 17.930
132 N -17.757 10.513 19.466
133 H -18.573 9.133 17.452
134 H -17.434 7.855 17.674
135 H -17.694 10.772 20.443
136 H -18.175 11.151 18.815
137 O -16.553 6.305 16.752
138 H -16.442 6.038 15.836
139 H -15.931 5.763 17.247

- frontier orbital gap (eV) = 8.487
- spin multiplicity = 1
- E_HOMO (Ha) = -0.2976
- SMILES string = COCCNCCOC.COCCNCCOC.COCCNCCOC.COCCNCCOC.COCCNCCOC.NC(N)=O.NC(N)=O.O
- energy (eV) = -74586.767
- energy relative to the best compared isomer or geometry (same formula, charge and spin) (kcal per mole) = 0.0

> The highest E_HOMO belongs to which entry?

C32H83NO15S13